{
  "formula": "C6H11N2O",
  "method": "ωB97M-V/def2-TZVPD",
  "homo_lumo_gap_ev": [4.10, 4.94],
  "charge": 1,
  "multiplicity": 3,
  "de_lowest_ev": 2.774,
  "species": ["C", "C", "C", "C", "C", "C", "N", "N", "O", "H", "H", "H", "H", "H", "H", "H", "H", "H", "H", "H"],
  "coordinates": [[-2.678, -1.127, -0.190], [-1.372, -0.716, -0.249], [-2.601, 1.002, 0.303], [2.873, -1.475, -0.114], [1.203, 1.731, 0.314], [2.363, -0.144, -0.413], [-3.417, -0.121, 0.297], [-1.403, 0.610, 0.051], [1.905, 0.542, 0.548], [-3.142, -2.075, -0.420], [-0.356, -1.208, -0.406], [-2.940, 2.026, 0.644], [2.554, -1.729, 0.928], [2.050, -1.947, -0.632], [3.846, -1.678, -0.502], [1.486, 2.579, 1.086], [0.160, 1.549, 0.338], [1.603, 2.059, -0.701], [2.258, 0.220, -1.417], [-4.391, -0.097, 0.533]],
  "mulliken_charge": [-0.278, 0.136, -0.131, -0.925, -0.193, -0.298, -0.014, -0.224, -0.284, 0.412, 0.270, 0.375, 0.254, 0.229, 0.363, 0.222, 0.092, 0.310, 0.471, 0.214]
}